Entry 1:
{
  "formula": "C72H82F10O4",
  "method": "the ωB97M-V functional and the def2-TZVPD basis",
  "elements": ["C", "C", "C", "O", "H", "H", "H", "H", "H", "H", "H", "H", "C", "C", "C", "O", "H", "H", "H", "H", "H", "H", "H", "H", "C", "C", "C", "O", "H", "H", "H", "H", "H", "H", "H", "H", "C", "C", "C", "O", "H", "H", "H", "H", "H", "H", "H", "H", "F", "C", "C", "C", "C", "C", "C", "H", "H", "H", "H", "H", "F", "C", "C", "C", "C", "C", "C", "H", "H", "H", "H", "H", "F", "C", "C", "C", "C", "C", "C", "H", "H", "H", "H", "H", "F", "C", "C", "C", "C", "C", "C", "H", "H", "H", "H", "H", "F", "C", "C", "C", "C", "C", "C", "H", "H", "H", "H", "H", "F", "C", "C", "C", "C", "C", "C", "H", "H", "H", "H", "H", "F", "C", "C", "C", "C", "C", "C", "H", "H", "H", "H", "H", "F", "C", "C", "C", "C", "C", "C", "H", "H", "H", "H", "H", "F", "C", "C", "C", "C", "C", "C", "H", "H", "H", "H", "H", "F", "C", "C", "C", "C", "C", "C", "H", "H", "H", "H", "H"],
  "xyz": [[-27.502, 0.358, 9.931], [-27.836, 1.594, 10.794], [-26.525, 2.337, 11.043], [-28.812, 2.339, 10.157], [-28.438, -0.120, 9.570], [-26.946, -0.304, 10.617], [-26.850, 0.635, 9.110], [-28.212, 1.226, 11.740], [-25.718, 1.718, 11.445], [-26.602, 3.210, 11.752], [-26.147, 2.831, 10.142], [-29.029, 3.150, 10.693], [-23.257, -7.164, 11.788], [-22.361, -7.894, 12.808], [-23.100, -9.028, 13.530], [-21.319, -8.509, 12.070], [-23.615, -8.001, 11.204], [-22.734, -6.366, 11.268], [-24.038, -6.702, 12.277], [-21.906, -7.097, 13.449], [-22.408, -9.645, 14.092], [-23.406, -9.706, 12.752], [-23.853, -8.654, 14.234], [-20.951, -9.234, 12.548], [-27.778, -7.860, 10.233], [-27.790, -6.719, 11.332], [-28.191, -7.351, 12.687], [-26.518, -6.071, 11.391], [-26.994, -8.646, 10.352], [-27.403, -7.360, 9.337], [-28.786, -8.299, 10.107], [-28.511, -5.927, 11.096], [-28.487, -6.589, 13.436], [-27.313, -7.887, 13.017], [-29.099, -7.954, 12.530], [-25.880, -6.440, 10.741], [-22.326, -9.101, 8.317], [-21.638, -10.402, 8.788], [-20.144, -10.396, 8.476], [-21.856, -10.619, 10.162], [-22.338, -9.066, 7.211], [-21.643, -8.269, 8.677], [-23.333, -9.031, 8.726], [-22.038, -11.260, 8.283], [-19.581, -9.911, 9.368], [-19.755, -9.930, 7.608], [-19.791, -11.393, 8.608], [-21.635, -9.835, 10.663], [-19.567, -6.191, 8.418], [-19.374, -5.636, 9.596], [-19.798, -6.341, 10.726], [-19.672, -5.782, 11.971], [-19.007, -4.474, 12.101], [-18.561, -3.853, 10.926], [-18.698, -4.410, 9.650], [-20.327, -7.280, 10.657], [-20.046, -6.260, 12.872], [-18.835, -4.057, 13.043], [-18.144, -2.858, 11.002], [-18.544, -3.879, 8.706], [-17.796, -3.648, 4.972], [-19.122, -3.364, 5.165], [-19.576, -2.105, 5.046], [-20.933, -1.802, 5.312], [-21.793, -2.828, 5.771], [-21.264, -4.138, 6.016], [-19.924, -4.381, 5.712], [-18.964, -1.326, 4.668], [-21.179, -0.739, 5.307], [-22.818, -2.587, 5.910], [-22.039, -4.819, 6.358], [-19.468, -5.329, 5.857], [-21.016, 1.529, 13.556], [-21.829, 2.562, 13.191], [-21.965, 2.958, 11.831], [-22.676, 4.176, 11.635], [-23.323, 4.841, 12.709], [-23.212, 4.335, 13.994], [-22.438, 3.175, 14.249], [-21.554, 2.334, 11.019], [-22.838, 4.568, 10.668], [-23.986, 5.651, 12.525], [-23.657, 4.904, 14.832], [-22.203, 2.822, 15.298], [-21.294, -6.604, 17.014], [-21.998, -5.751, 16.193], [-23.333, -5.671, 16.456], [-24.066, -4.781, 15.637], [-23.406, -4.155, 14.591], [-22.094, -4.356, 14.290], [-21.347, -5.150, 15.144], [-23.684, -6.311, 17.273], [-25.156, -4.692, 15.754], [-24.010, -3.556, 13.956], [-21.694, -3.966, 13.390], [-20.306, -5.341, 14.921], [-21.053, -0.555, 10.942], [-22.042, -1.498, 11.023], [-21.816, -2.775, 10.588], [-22.851, -3.689, 10.682], [-24.094, -3.289, 11.125], [-24.343, -2.008, 11.727], [-23.267, -1.149, 11.676], [-20.848, -3.022, 10.241], [-22.713, -4.714, 10.407], [-24.877, -4.040, 11.067], [-25.337, -1.847, 12.224], [-23.335, -0.183, 12.187], [-23.702, 3.197, 8.744], [-23.861, 1.996, 8.088], [-24.089, 2.042, 6.743], [-24.266, 0.832, 6.115], [-24.306, -0.341, 6.851], [-24.094, -0.393, 8.225], [-23.880, 0.817, 8.872], [-23.921, 2.936, 6.167], [-24.266, 0.762, 5.033], [-24.504, -1.240, 6.321], [-24.184, -1.305, 8.846], [-23.782, 0.952, 9.895], [-27.657, 2.815, 14.667], [-27.239, 1.472, 14.628], [-25.919, 1.217, 14.597], [-25.496, -0.131, 14.535], [-26.418, -1.104, 14.426], [-27.768, -0.868, 14.541], [-28.187, 0.444, 14.723], [-25.262, 2.076, 14.506], [-24.480, -0.358, 14.495], [-26.031, -2.116, 14.218], [-28.453, -1.705, 14.682], [-29.220, 0.700, 14.963], [-24.065, -5.846, 8.474], [-24.883, -5.215, 7.584], [-25.592, -4.075, 7.915], [-26.433, -3.539, 6.985], [-26.523, -4.067, 5.707], [-25.668, -5.098, 5.328], [-24.871, -5.688, 6.312], [-25.525, -3.608, 8.882], [-26.883, -2.574, 7.203], [-27.012, -3.522, 4.889], [-25.730, -5.437, 4.322], [-24.229, -6.515, 6.045], [-29.085, -2.571, 8.739], [-29.548, -3.240, 9.811], [-30.595, -4.137, 9.721], [-31.071, -4.676, 10.931], [-30.494, -4.350, 12.157], [-29.363, -3.481, 12.253], [-28.916, -2.946, 11.036], [-31.011, -4.367, 8.766], [-31.951, -5.337, 10.943], [-30.824, -4.864, 13.053], [-28.881, -3.234, 13.187], [-28.054, -2.284, 10.985], [-19.917, 5.136, 9.569], [-19.512, 3.883, 9.246], [-20.299, 3.074, 8.481], [-19.744, 1.843, 8.132], [-18.587, 1.389, 8.716], [-17.825, 2.220, 9.584], [-18.256, 3.503, 9.748], [-21.229, 3.445, 8.068], [-20.371, 1.184, 7.469], [-18.045, 0.479, 8.392], [-16.941, 1.807, 10.031], [-17.649, 4.222, 10.350]],
  "atomic_forces_ev_per_a": [[-0.739, 0.174, 0.804], [1.591, -1.074, 0.006], [0.196, 1.755, 0.635], [-1.034, 2.010, 0.071], [0.722, 0.174, 0.200], [-0.182, -0.092, -0.506], [-0.024, -0.023, -0.270], [-0.198, -0.142, 0.516], [-0.240, -0.218, -0.061], [-0.307, -0.883, -0.308], [-0.097, -0.391, -0.266], [0.418, -1.272, -0.768], [1.905, -1.551, 0.269], [-0.148, 0.918, 0.442], [0.643, 0.977, 0.294], [0.226, 0.523, -1.224], [-0.320, 0.297, -0.971], [0.236, -0.567, -0.323], [-1.934, 0.861, 1.216], [-0.447, -0.918, 0.086], [0.388, 0.151, 0.480], [-1.007, -0.155, -0.260], [-0.166, -0.312, -0.482], [0.431, -0.705, 0.803], [0.583, 1.130, 0.292], [-0.202, -1.499, -0.323], [-0.254, 1.291, -0.470], [0.700, -0.193, -0.141], [-0.752, 0.372, 0.743], [-0.658, -0.023, -0.467], [0.661, 0.215, -0.134], [-0.021, -0.357, -0.355], [0.454, -0.256, -0.338], [-0.114, -0.548, 0.408], [0.561, -0.186, 0.110], [-0.835, 0.143, 0.577], [1.496, 0.064, 0.037], [0.190, 1.200, -0.580], [0.932, 0.655, 3.416], [-0.297, -0.840, 0.037], [-0.109, 0.075, 0.515], [-1.121, -0.552, -0.351], [0.057, 0.175, -0.057], [-0.616, -0.432, -0.209], [-1.014, -0.184, -1.328], [-0.105, 0.309, -1.133], [0.370, -0.979, -0.504], [0.113, 0.622, 0.108], [-0.316, -0.613, -1.257], [1.026, 0.812, 1.309], [-0.457, 0.197, -0.279], [1.632, 2.947, 0.639], [-0.993, -2.927, -2.660], [0.008, 0.153, 0.567], [-1.545, -0.853, 0.351], [0.174, -0.031, -0.371], [0.097, -0.138, -0.322], [0.097, 0.714, 1.244], [0.195, 0.060, 0.048], [0.391, -0.126, 0.465], [-0.817, 0.182, -0.192], [0.301, -1.787, 1.423], [-1.604, 1.239, -0.471], [0.523, -1.140, 0.855], [2.191, 0.245, -0.509], [-0.682, 2.085, -0.967], [-0.446, 0.432, -0.289], [0.706, 0.529, -0.124], [-0.478, -0.452, -0.291], [-0.680, -0.118, 0.376], [0.791, -0.536, 0.113], [0.190, -0.712, 0.183], [-0.245, -0.010, -0.773], [0.392, -0.365, -0.860], [-0.424, 0.787, 1.170], [-0.197, -1.331, 1.461], [0.853, -1.673, -0.279], [0.362, -0.110, 0.706], [-0.334, 1.220, 1.248], [-0.079, 0.608, 0.502], [0.068, 0.150, -0.992], [-0.140, 0.762, -0.225], [0.163, -0.591, -0.507], [-0.467, 0.421, -1.457], [-0.044, 0.513, -0.540], [1.069, -1.202, 0.775], [-0.806, 0.763, -0.261], [0.075, -1.257, 0.792], [-1.620, 0.103, 0.200], [0.341, -0.563, 0.855], [0.389, 0.091, -0.496], [-0.313, 0.535, -0.388], [0.624, 0.134, 0.005], [-0.300, 0.528, -0.599], [0.524, 0.492, -0.635], [0.063, -0.094, 0.322], [-0.767, -0.665, 0.081], [-1.117, 0.742, 1.118], [-0.032, 0.614, 0.231], [-0.511, 0.527, -0.064], [-0.881, 0.210, 0.789], [0.202, -2.100, -0.990], [0.765, 1.147, 0.156], [0.714, -0.354, -0.429], [0.135, -0.164, -0.417], [-0.148, 0.152, 0.339], [1.383, 0.283, -0.713], [0.171, -0.107, -0.360], [0.091, -0.704, -0.265], [-0.434, -0.079, 1.641], [0.922, 0.071, -0.322], [0.216, -0.705, -0.195], [0.026, -0.383, 0.058], [-0.390, 0.457, 0.632], [-0.128, 1.251, -2.535], [-0.313, 0.314, 0.115], [-0.363, 0.116, 0.068], [-0.084, -0.731, -0.325], [0.182, 0.453, -0.716], [0.287, -0.086, 1.849], [0.368, -1.878, -0.061], [-1.871, 0.927, 0.550], [1.386, -0.203, -0.471], [-0.638, 2.586, -0.250], [0.310, -2.469, -0.406], [-0.757, 0.538, 0.871], [-0.469, 0.491, -0.105], [0.279, -0.282, 0.244], [1.595, -0.282, -0.096], [-0.472, 0.354, 0.462], [0.029, 0.386, -0.339], [0.233, -0.111, -0.309], [-0.373, 0.375, 0.119], [0.493, 0.290, 0.439], [0.148, -0.579, 1.032], [-0.279, 1.117, -0.726], [0.840, 0.520, -1.221], [-0.842, 0.312, 1.486], [0.026, -0.789, -1.643], [0.175, -0.109, 0.269], [-0.325, -0.314, 0.076], [-0.305, -0.293, 0.633], [0.377, -0.415, -0.585], [0.051, -0.096, 0.160], [-0.122, -0.352, -0.235], [0.320, 0.027, 1.439], [0.324, 0.402, 0.892], [-0.160, 0.073, 0.133], [1.135, 0.252, 0.287], [-1.310, -0.701, -2.093], [0.052, 0.049, 0.138], [-0.363, -0.144, -0.405], [0.589, 0.248, -0.190], [-0.243, 0.203, -0.053], [-0.014, -0.129, -0.018], [-0.208, -0.036, 0.105], [-0.145, -0.193, -0.218], [0.989, 0.660, 0.726], [0.329, 0.254, -0.413], [-1.556, -1.301, -0.475], [1.910, -0.194, -0.012], [-1.200, -0.918, -1.428], [0.117, 1.249, 1.307], [-0.005, -0.135, 0.131], [0.972, 0.633, 0.620], [-1.021, 0.245, 0.278], [0.350, 0.229, 0.079], [-0.840, -0.572, -0.575]],
  "mulliken_charge": [-0.2089, 0.5324, -0.8488, -0.6236, 0.3392, -0.3948, 0.2301, -0.0180, -0.1588, 0.4272, 0.3639, 0.3789, -0.1601, 1.6268, -1.5516, -0.6570, 0.3036, -0.9293, 0.6646, -1.0988, 0.5173, 0.4186, 0.3397, 0.2763, -1.4230, 1.7442, -1.3601, -0.0635, 0.3089, 0.3702, 0.4087, -0.8957, 0.2810, 0.3175, 0.3866, -0.1113, -0.8680, 0.2908, -1.1763, -0.6016, 0.4843, 0.0084, 0.1924, 0.4668, 0.1954, 0.3498, 0.3642, 0.3898, -0.3220, 0.7746, -0.3934, -0.4186, -0.9594, -0.3386, -0.6141, 0.5414, 0.3934, 0.5453, 0.3553, 0.4127, -0.3388, 0.1916, -0.5133, -0.4270, -0.2164, -0.2404, -0.3862, 0.5076, 0.3490, 0.3529, 0.2048, 0.4687, -0.4079, -0.0007, -0.0033, -0.3023, -0.9328, -0.1601, -0.4004, 0.5252, 0.4770, 0.4690, 0.3564, 0.3959, -0.3711, 0.4425, -0.5800, -0.5522, -0.3069, 0.2350, -0.6589, 0.4374, 0.3782, 0.4887, 0.1362, 0.4472, -0.4719, 0.3038, -1.2350, 1.9937, -0.4650, 1.3233, -0.6604, 0.5338, -0.8737, -0.1910, -0.2930, 0.2307, -0.3377, -0.4089, -0.6780, -0.6660, -0.6912, 0.8230, 0.1085, 0.4092, 0.3942, 0.2572, -0.0252, 0.8299, -0.4132, 0.2759, -0.3246, -0.7114, -0.1434, -0.5817, -0.6360, 0.3989, 0.7802, 0.4939, 0.5142, 0.4167, 0.1526, 0.0741, 0.2040, -0.6042, -0.8765, -0.6951, -0.4473, 0.2598, 0.5873, 0.3217, 0.4675, 0.5000, -0.2669, 0.2531, -0.6917, -0.4837, -0.5794, -0.5430, 0.3741, 0.5240, 0.3538, 0.3851, 0.3290, 0.2700, -0.3686, 0.5119, -0.4759, -0.1279, -0.4759, -0.5179, -0.5167, 0.5106, 0.2445, 0.3911, 0.4622, 0.3447],
  "multiplicity": 1,
  "total_energy_ha": -4092.24843,
  "total_charge": 0,
  "lumo_energy_ev": 0.5
}

=====

Entry 2:
{
  "formula": "C3H3NO",
  "method": "the ωB97M-V functional and the def2-TZVPD basis",
  "elements": ["O", "C", "C", "N", "C", "H", "H", "H"],
  "xyz": [[-0.647, -0.441, 2.484], [-0.368, -0.343, -1.027], [0.602, 0.396, -0.499], [0.552, 0.826, 0.852], [-0.074, 0.171, 1.671], [-0.299, -0.782, -2.014], [1.492, 0.714, -1.034], [-1.258, -0.541, -0.433]],
  "atomic_forces_ev_per_a": [[0.465, 0.589, -0.439], [0.128, 0.055, 0.035], [-0.129, -0.222, -0.227], [-0.251, -0.260, 0.408], [-0.156, -0.157, 0.332], [-0.019, 0.257, -0.022], [-0.148, -0.098, 0.110], [0.109, -0.164, -0.197]],
  "nbo_charge": [-0.4824, -0.4419, -0.0117, -0.5795, 0.8934, 0.2162, 0.2091, 0.1967],
  "multiplicity": 1,
  "total_energy_ha": -246.08294,
  "smiles": "C=CN=C=O",
  "de_lowest_kj_mol": 22.6,
  "total_charge": 0,
  "lumo_energy_ev": 0.9
}

=====

Entry 3:
{
  "formula": "C5H12NO",
  "method": "the ωB97M-V functional and the def2-TZVPD basis",
  "elements": ["C", "C", "C", "C", "C", "N", "O", "H", "H", "H", "H", "H", "H", "H", "H", "H", "H", "H", "H"],
  "xyz": [[-0.249, -0.035, 0.114], [-0.387, 1.212, 1.010], [1.019, -0.004, -0.647], [-2.579, -0.323, -0.295], [2.356, -0.383, 0.102], [-1.259, -0.662, -0.574], [-0.709, -1.379, 0.605], [0.612, 1.487, 1.210], [-0.896, 1.204, 1.926], [-0.871, 1.892, 0.253], [2.770, 0.390, 0.648], [1.130, 1.044, -1.053], [0.857, -0.669, -1.429], [-3.056, -1.322, -0.001], [-2.538, 0.416, 0.521], [-3.091, 0.091, -1.157], [0.012, -2.073, 0.483], [2.142, -1.206, 0.722], [3.078, -0.658, -0.704]],
  "atomic_forces_ev_per_a": [[1.372, 2.483, 1.363], [-0.639, -0.821, -2.750], [1.955, 1.382, 0.895], [-2.009, -0.847, 2.102], [-1.361, -0.460, -3.070], [0.500, -0.966, -2.929], [1.367, -1.142, 2.178], [1.014, 0.741, 0.141], [-1.142, -0.423, 1.012], [0.555, -0.003, 1.105], [0.668, 1.608, 1.217], [-0.308, -1.111, 0.241], [0.115, -1.067, -1.735], [0.109, 1.723, -0.351], [-1.037, -0.404, -0.076], [0.229, -0.143, -0.306], [-1.126, 0.661, -0.762], [0.238, -1.233, 0.897], [-0.497, 0.022, 0.829]],
  "nbo_charge": [0.4386, -0.6628, -0.4631, -0.4740, -0.5919, -0.0678, -0.3997, 0.2471, 0.2596, 0.2534, 0.2269, 0.2637, 0.2318, 0.2677, 0.2046, 0.2725, 0.5528, 0.1901, 0.2504],
  "multiplicity": 1,
  "total_energy_ha": -327.29946,
  "de_lowest_kj_mol": 420.4,
  "total_charge": 1,
  "lumo_energy_ev": -3.9
}